This record from the OMol25 dataset describes C50H42Br2N3P2SSiSn as an isolated structure at a distorted geometry. The level of theory is ωB97M-V/def2-TZVPD.

CARTESIAN COORDINATES (ANGSTROEM)
1 Sn 1.10 0.18 -1.47
2 C -1.30 2.49 -2.36
3 Si -2.17 1.60 -0.89
4 C -1.89 2.46 0.79
5 C -2.39 3.77 0.79
6 C -2.33 4.56 1.93
7 C -1.76 4.06 3.08
8 C -1.26 2.77 3.09
9 C -1.28 1.96 1.96
10 P -0.90 0.15 2.12
11 C 0.78 -0.20 1.41
12 C 0.94 -1.56 1.10
13 C 2.18 -2.09 0.80
14 C 3.30 -1.27 0.78
15 C 3.15 0.09 1.05
16 C 1.91 0.62 1.37
17 C -0.27 0.00 3.83
18 C -0.83 -0.96 4.67
19 C -0.35 -1.12 5.96
20 C 0.69 -0.32 6.42
21 C 1.25 0.63 5.59
22 C 0.78 0.79 4.30
23 C -3.62 0.71 -1.71
24 C -4.63 1.48 -2.31
25 C -5.61 0.86 -3.05
26 C -5.59 -0.51 -3.23
27 C -4.60 -1.27 -2.64
28 C -3.63 -0.68 -1.85
29 P -2.29 -1.62 -1.00
30 C -3.01 -1.76 0.69
31 C -3.91 -0.84 1.23
32 C -4.46 -1.06 2.47
33 C -4.12 -2.18 3.21
34 C -3.18 -3.07 2.70
35 C -2.63 -2.86 1.45
36 C -2.70 -3.31 -1.59
37 C -1.90 -3.98 -2.50
38 C -2.29 -5.21 -3.00
39 C -3.49 -5.78 -2.60
40 C -4.30 -5.11 -1.69
41 C -3.91 -3.89 -1.18
42 H -1.55 3.55 -2.37
43 H -0.21 2.43 -2.35
44 H -1.64 2.07 -3.31
45 H -2.85 4.18 -0.09
46 H -2.74 5.56 1.91
47 H -1.72 4.65 3.98
48 H -0.85 2.38 4.02
49 H 0.08 -2.22 1.19
50 H 2.29 -3.16 0.63
51 H 4.28 -1.68 0.61
52 H 4.03 0.72 1.09
53 H 1.83 1.66 1.65
54 H -1.64 -1.58 4.30
55 H -0.80 -1.85 6.61
56 H 1.07 -0.44 7.43
57 H 2.05 1.26 5.95
58 H 1.23 1.54 3.67
59 H -4.64 2.55 -2.20
60 H -6.39 1.46 -3.50
61 H -6.36 -0.98 -3.82
62 H -4.61 -2.34 -2.80
63 H -4.20 0.04 0.67
64 H -5.18 -0.36 2.87
65 H -4.58 -2.37 4.16
66 H -2.89 -3.94 3.27
67 H -1.93 -3.58 1.05
68 H -0.96 -3.54 -2.81
69 H -1.66 -5.74 -3.70
70 H -3.80 -6.73 -3.00
71 H -5.24 -5.53 -1.39
72 H -4.55 -3.37 -0.48
73 N 5.23 2.07 -1.81
74 C 6.09 0.95 -1.80
75 C 7.29 1.00 -1.10
76 C 8.10 -0.13 -1.06
77 C 7.70 -1.30 -1.68
78 C 6.49 -1.36 -2.35
79 C 5.71 -0.23 -2.42
80 S 4.16 -0.22 -3.30
81 N 3.27 0.91 -2.35
82 C 3.90 1.95 -1.86
83 C 3.09 3.02 -1.25
84 C 3.60 4.31 -1.05
85 C 2.85 5.23 -0.35
86 C 1.60 4.84 0.11
87 C 1.14 3.58 -0.20
88 N 1.85 2.68 -0.88
89 H 5.63 2.91 -1.41
90 H 7.58 1.91 -0.59
91 H 9.06 -0.08 -0.56
92 H 8.32 -2.18 -1.63
93 H 6.16 -2.27 -2.84
94 H 4.56 4.60 -1.45
95 H 3.21 6.23 -0.17
96 H 0.97 5.50 0.69
97 H 0.15 3.26 0.11
98 Br 0.23 -0.66 -4.47
99 C 1.45 -2.15 -4.51
100 Br 1.80 -2.76 -2.71
101 H 2.39 -1.82 -4.94
102 H 1.01 -2.96 -5.09

The total charge is +3. For the energy relative to the best compared isomer or geometry (same formula, charge and spin), the calculation gives 230.2 kJ/mol. The HOMO energy comes out at -15.034 eV. As for the gap between HOMO and LUMO: 5.39 eV.

Löwdin atomic charge list, values in e, 5 entries:
1. Sn 1.24
2. C -0.17
3. Si 0.94
4. C -0.32
5. C -0.10

This record from the OMol25 dataset describes a 5-piece molecular cluster, C57H96F4IN4O2 overall at a distorted geometry. The level of theory is ωB97M-V/def2-TZVPD.

CARTESIAN COORDINATES (ANGSTROEM)
1 C -1.73 -4.09 6.58
2 C -1.83 -5.58 6.18
3 O -1.22 -5.74 4.90
4 C -2.10 -6.08 3.88
5 C -1.75 -5.29 2.59
6 F -0.40 -5.41 2.43
7 N -2.06 -3.88 2.89
8 C -2.40 -3.10 1.78
9 N -1.94 -1.89 1.75
10 C -2.25 -0.90 0.70
11 C -1.83 -1.23 -0.72
12 O -0.41 -1.31 -0.82
13 C -0.02 -1.42 -2.17
14 C 0.63 -0.12 -2.68
15 F 1.09 0.63 -1.68
16 F -0.22 0.63 -3.42
17 F 1.65 -0.43 -3.50
18 C -1.06 -1.38 2.85
19 C 0.39 -1.71 2.60
20 C 1.03 -2.78 3.18
21 C 2.36 -3.01 2.93
22 C 3.09 -2.21 2.08
23 C 2.45 -1.12 1.50
24 C 3.24 -0.24 0.56
25 C 1.13 -0.89 1.78
26 N -3.26 -3.58 0.77
27 C -4.68 -3.61 1.20
28 C -5.07 -2.42 2.04
29 C -4.98 -2.39 3.42
30 C -5.37 -1.29 4.13
31 C -5.86 -0.16 3.51
32 C -5.95 -0.17 2.14
33 C -6.45 1.03 1.36
34 C -5.58 -1.29 1.43
35 C -2.80 -4.90 0.26
36 I -0.84 -4.73 -0.71
37 C -3.75 -5.42 -0.80
38 C -3.89 -4.78 -2.03
39 C -4.80 -5.31 -2.92
40 N -5.55 -6.39 -2.76
41 C -5.42 -7.00 -1.59
42 C -4.55 -6.52 -0.63
43 C -2.57 -5.90 1.44
44 C -1.96 -7.24 0.98
45 H -0.67 -3.84 6.52
46 H -2.10 -3.92 7.59
47 H -2.25 -3.44 5.87
48 H -2.88 -5.91 6.22
49 H -1.31 -6.14 6.96
50 H -2.03 -7.15 3.64
51 H -3.16 -5.88 4.11
52 H -2.84 -3.90 3.54
53 H -3.33 -0.71 0.68
54 H -1.79 0.06 0.94
55 H -2.13 -0.36 -1.33
56 H -2.34 -2.09 -1.16
57 H -0.83 -1.72 -2.83
58 H 0.75 -2.20 -2.26
59 H -1.40 -1.72 3.83
60 H -1.11 -0.29 2.87
61 H 0.51 -3.47 3.84
62 H 2.86 -3.85 3.40
63 H 4.14 -2.37 1.88
64 H 2.84 0.77 0.50
65 H 4.30 -0.19 0.86
66 H 3.25 -0.64 -0.46
67 H 0.67 -0.02 1.31
68 H -5.34 -3.63 0.33
69 H -4.93 -4.52 1.76
70 H -4.63 -3.25 3.98
71 H -5.32 -1.30 5.22
72 H -6.16 0.71 4.09
73 H -7.19 0.76 0.60
74 H -6.80 1.84 2.00
75 H -5.59 1.43 0.80
76 H -5.69 -1.27 0.35
77 H -3.33 -3.89 -2.27
78 H -4.92 -4.78 -3.86
79 H -6.01 -7.89 -1.42
80 H -4.51 -7.05 0.32
81 H -3.54 -6.18 1.87
82 H -2.29 -8.05 1.63
83 H -2.24 -7.50 -0.04
84 H -0.87 -7.24 1.03
85 C 4.61 -2.74 -2.05
86 C 5.18 -4.13 -2.31
87 C 5.84 -4.75 -1.08
88 C 7.05 -3.98 -0.54
89 C 8.19 -3.77 -1.55
90 C 8.81 -5.08 -2.04
91 H 5.39 -2.02 -1.77
92 H 4.11 -2.35 -2.94
93 H 3.87 -2.77 -1.24
94 H 5.88 -4.08 -3.14
95 H 4.36 -4.78 -2.63
96 H 6.14 -5.77 -1.32
97 H 5.10 -4.83 -0.28
98 H 7.44 -4.52 0.32
99 H 6.73 -3.00 -0.17
100 H 8.97 -3.18 -1.07
101 H 7.84 -3.19 -2.40
102 H 9.20 -5.66 -1.21
103 H 9.63 -4.87 -2.72
104 H 8.08 -5.69 -2.58
105 C 0.99 3.52 -4.05
106 C 0.31 3.53 -5.42
107 C 1.28 3.35 -6.58
108 C 2.33 4.45 -6.73
109 C 1.76 5.86 -6.89
110 C 0.92 6.03 -8.15
111 H 1.69 4.36 -3.95
112 H 0.25 3.62 -3.26
113 H 1.54 2.59 -3.89
114 H -0.27 4.45 -5.54
115 H -0.42 2.71 -5.44
116 H 0.71 3.26 -7.51
117 H 1.81 2.39 -6.46
118 H 2.96 4.22 -7.59
119 H 2.99 4.44 -5.86
120 H 2.59 6.57 -6.94
121 H 1.17 6.14 -6.02
122 H 1.50 5.79 -9.05
123 H 0.57 7.06 -8.25
124 H 0.04 5.39 -8.14
125 C -0.38 5.78 2.39
126 C -0.86 5.18 3.71
127 C -0.13 3.89 4.08
128 C -0.30 2.74 3.09
129 C -1.75 2.32 2.84
130 C -2.46 1.79 4.08
131 H -0.56 5.10 1.55
132 H -0.91 6.71 2.18
133 H 0.69 6.00 2.42
134 H -1.94 5.00 3.66
135 H -0.71 5.91 4.50
136 H -0.45 3.58 5.08
137 H 0.94 4.11 4.18
138 H 0.26 1.88 3.47
139 H 0.16 3.01 2.14
140 H -1.74 1.53 2.08
141 H -2.32 3.15 2.41
142 H -1.93 0.93 4.50
143 H -3.47 1.47 3.82
144 H -2.55 2.55 4.85
145 C 2.05 9.14 0.92
146 C 1.47 9.59 -0.42
147 C 0.89 8.45 -1.25
148 C 1.89 7.37 -1.66
149 C 3.09 7.87 -2.47
150 C 2.70 8.49 -3.80
151 H 2.88 8.45 0.79
152 H 2.41 10.00 1.48
153 H 1.28 8.64 1.52
154 H 2.24 10.12 -0.99
155 H 0.68 10.32 -0.23
156 H 0.41 8.86 -2.14
157 H 0.09 7.97 -0.67
158 H 1.36 6.61 -2.25
159 H 2.26 6.85 -0.77
160 H 3.75 7.02 -2.66
161 H 3.67 8.58 -1.88
162 H 2.15 7.77 -4.42
163 H 3.59 8.79 -4.36
164 H 2.08 9.38 -3.67

The total charge is +1. The HOMO energy comes out at -11.270 eV. As for the gap between HOMO and LUMO: 7.97 eV.

Löwdin atomic charge list, values in e, 5 entries:
1. C -0.06
2. C -0.25
3. O -0.11
4. C -0.13
5. C -0.44